Entry from the Open Molecules 2025 dataset: a structure of composition C13H18N6O9RuS in a non-equilibrium geometry (ωB97M-V/def2-TZVPD).

## Properties
M   535.46 g/mol
Kohn-Sham gap (spin up / spin down)   0.337 / 0.292 hartree
Total charge   +1
⟨S²⟩   0.754
E_HOMO (spin up / spin down)   -12.36 / -12.16 eV
Spin multiplicity   2
Energy   -2004.63690 Eh
Lowest unoccupied orbital energy (spin up / spin down)   -3.181 / -4.209 eV

```
48
C13H18N6O9RuS, DFT ωB97M-V/def2-TZVPD
Ru 1.18182 0.71804 0.65337
C -2.21456 -2.10357 -1.27510
N 4.82351 -2.15525 0.80967
N 2.89148 -0.23354 -1.49269
H 2.61875 -0.68564 -2.35689
H 0.62215 1.69529 -1.96815
N 1.73560 1.62428 2.43780
O -4.62089 -4.11044 -2.90453
H -5.02054 -3.88086 -0.53762
C -4.14901 -3.26138 -0.38699
H 4.80548 -1.05453 -1.40054
C -2.69026 -2.01190 1.09149
H 5.57190 -2.48302 0.22121
C 2.85327 3.07126 0.75442
H -2.52375 3.51952 -0.95031
H 3.14332 0.73886 -1.63788
S 2.46338 -1.16459 1.33957
H 4.77314 -2.50249 1.75211
N -4.64917 -3.17543 2.02209
C 3.82460 -1.40585 0.34220
O 0.00093 -0.41476 -0.75755
H 0.79263 3.45844 -2.10383
C -1.60482 3.92282 -0.51498
C -1.89853 -1.66429 0.00419
N 3.93729 -0.92988 -0.89707
C 2.42828 2.91964 2.21267
H -1.60374 -1.83869 -2.12530
H 3.31300 3.00286 2.84042
H -2.45094 -1.67807 2.09033
C 0.08873 2.63899 -1.93142
H 0.87843 1.75529 2.96995
H 2.31989 0.98767 2.97207
N -3.67831 -3.35979 -2.80281
C -3.33447 -2.89195 -1.43988
O -0.35363 -0.45063 1.37845
C -3.79899 -2.80230 0.86798
O 2.43639 2.11308 -0.04316
C -0.55318 2.87059 -0.61041
O -5.61792 -3.86179 1.79262
H -0.66587 2.68781 -2.71712
O 3.50139 4.02000 0.40027
O -2.90348 -3.07258 -3.69095
O -4.34796 -2.70706 3.09863
O -0.26218 2.23496 0.40751
H -1.32989 4.79621 -1.10559
H 1.76600 3.74513 2.46486
C -0.70613 -0.81486 0.20715
H -1.79312 4.19442 0.51972
```

Now the natural (NBO) charges, all in e:
1 Ru 1.06
2 C -0.15
3 N -0.75
4 N -0.63
5 H 0.38
6 H 0.24
7 N -0.71
8 O -0.34
9 H 0.29
10 C -0.14
11 H 0.39
12 C -0.13
13 H 0.41
14 C 0.77
15 H 0.26
16 H 0.40
17 S -0.05
18 H 0.43
19 N 0.53
20 C 0.34
21 O -0.64
22 H 0.28
23 C -0.72
24 C -0.11
25 N -0.41
26 C -0.36
27 H 0.27
28 H 0.24
29 H 0.27
30 C -0.73
31 H 0.41
32 H 0.41
33 N 0.53
34 C 0.03
35 O -0.63
36 C 0.02
37 O -0.73
38 C 0.69
39 O -0.34
40 H 0.25
41 O -0.58
42 O -0.36
43 O -0.36
44 O -0.59
45 H 0.25
46 H 0.24
47 C 0.77
48 H 0.25

Entry from the Open Molecules 2025 dataset: a structure of composition C11H44O11 in a non-equilibrium geometry (ωB97M-V/def2-TZVPD).

## Properties
M   352.46 g/mol
Kohn-Sham gap   0.288 hartree
Total charge   0
E_HOMO   -8.06 eV
Energy   -1272.35806 Eh
Lowest unoccupied orbital energy   -0.217 eV

```
66
C11H44O11, DFT ωB97M-V/def2-TZVPD
H 0.53606 2.08444 1.93841
H -2.24529 2.19514 -0.82112
H -0.86620 -2.97155 0.65094
H -2.54619 -0.15304 -3.74130
C 0.28514 0.22819 -0.03571
O 1.68085 -0.06083 0.09331
H -1.09601 3.53088 2.26645
C -0.88493 0.70390 -3.22554
O 1.51097 -2.28206 -0.97095
H 2.42896 -2.23633 -1.24809
H 0.07654 1.22530 0.35208
H 1.20747 -3.66115 -2.52629
H 4.95233 -1.05905 1.18250
H 5.45007 -0.33229 -1.01087
H -2.17102 -1.82494 1.06304
H 0.15633 -4.40902 0.68313
H 1.07535 0.48867 2.65420
H 1.38232 -2.56691 0.01938
C 4.18910 -0.84991 0.43294
H -1.55286 0.65975 -1.24451
H -1.75577 4.19200 0.82851
H 3.42909 -1.61397 0.59641
H -0.86300 2.69132 0.77795
H -1.89270 -1.24408 -1.65289
O 1.17550 -2.62221 0.95520
C 1.35852 1.49389 2.34202
H 0.10902 0.82127 -3.65726
H -0.90223 3.58108 -2.53596
H 0.06481 0.23166 -1.10320
C -1.23397 0.48096 2.57247
H 1.77801 -0.97019 -0.19863
H 0.04181 -0.72538 3.57252
H 1.96046 0.79745 0.65647
C 0.99573 -3.52181 -1.46617
H -0.76422 -2.33246 -0.72686
O -2.31555 0.71347 0.71284
H -3.32827 0.90946 -1.04347
O -0.87120 3.51991 -1.57842
C -2.33644 1.12330 -0.64517
C -1.76347 -1.90220 -0.79367
O -2.11576 -1.17734 0.35653
O -2.81819 2.59860 1.56556
H 0.89101 2.43098 -2.01198
H 1.33514 -4.40719 -0.92858
H 1.79719 1.98321 3.21163
O -0.52760 0.03033 3.73456
O 4.70226 -0.91706 -0.86788
H 1.15989 3.86902 -1.14892
H -1.56605 1.51743 2.51303
H -2.10118 -0.15714 2.40260
H -0.80161 0.09923 -2.32247
H -0.33887 -0.56860 0.36904
H -1.21669 1.72602 -3.04310
H -2.80891 1.74711 1.12230
C -0.00055 -3.42780 1.13114
H 3.65461 0.08091 0.62258
C -1.60889 3.24514 1.34809
O 2.34392 1.33179 1.35577
H 0.49761 2.42406 -0.32188
C 0.45550 3.04025 -1.22001
H -2.20465 -0.23459 0.61040
H -0.08778 -3.63946 -1.45006
O -1.74291 0.13902 -4.17838
H -0.29357 -3.52290 2.17669
H -0.61609 0.20744 1.71719
H -2.44300 -2.75117 -0.86852
```

Now the natural (NBO) charges, all in e:
1 H 0.15
2 H 0.25
3 H 0.11
4 H 0.46
5 C -0.33
6 O -0.71
7 H 0.16
8 C -0.24
9 O -0.66
10 H 0.54
11 H 0.25
12 H 0.22
13 H 0.16
14 H 0.48
15 H 0.52
16 H 0.16
17 H 0.16
18 H 0.42
19 C -0.27
20 H 0.16
21 H 0.18
22 H 0.15
23 H 0.14
24 H 0.21
25 O -0.79
26 C -0.26
27 H 0.18
28 H 0.47
29 H 0.17
30 C -0.28
31 H 0.51
32 H 0.46
33 H 0.44
34 C -0.29
35 H 0.19
36 O -0.76
37 H 0.16
38 O -0.73
39 C -0.35
40 C -0.29
41 O -0.63
42 O -0.77
43 H 0.16
44 H 0.21
45 H 0.18
46 O -0.75
47 O -0.76
48 H 0.19
49 H 0.24
50 H 0.12
51 H 0.14
52 H 0.21
53 H 0.17
54 H 0.47
55 C -0.26
56 H 0.23
57 C -0.27
58 O -0.79
59 H 0.19
60 C -0.26
61 H 0.44
62 H 0.21
63 O -0.72
64 H 0.19
65 H 0.18
66 H 0.20

Entry from the Open Molecules 2025 dataset: an isolated molecule of CHN3O3S in a non-equilibrium geometry (ωB97M-V/def2-TZVPD).

## Properties
M   135.10 g/mol
SMILES   N#CONS[N+](=O)[O-]
Kohn-Sham gap   0.348 hartree
Total charge   0
E_HOMO   -10.90 eV
Energy   -826.62403 Eh
Lowest unoccupied orbital energy   -1.418 eV

```
9
CHN3O3S, DFT ωB97M-V/def2-TZVPD
O -1.21783 -1.10854 -1.04167
N -0.61730 -0.81140 0.26429
N 1.36861 0.90270 1.17016
C -1.35656 -0.05877 -1.82377
N -1.38042 0.73686 -2.65271
H -0.99646 -1.47043 0.98374
S 1.35393 -0.88990 0.32798
O 2.35242 1.47910 0.86844
O 0.49362 1.22038 1.90353
```

Now the natural (NBO) charges, all in e:
1 O -0.36
2 N -0.40
3 N 0.50
4 C 0.52
5 N -0.36
6 H 0.39
7 S 0.32
8 O -0.32
9 O -0.30

Entry from the Open Molecules 2025 dataset: an isolated molecule of C4H9NO2 in a non-equilibrium geometry (ωB97M-V/def2-TZVPD).

## Properties
M   103.12 g/mol
SMILES   CNC(=O)CCO
Kohn-Sham gap   0.375 hartree
Total charge   0
E_HOMO   -9.35 eV
Energy   -363.01774 Eh
Lowest unoccupied orbital energy   0.839 eV

```
16
C4H9NO2, DFT ωB97M-V/def2-TZVPD
H -0.14596 1.23881 -1.35946
H -0.89981 1.60457 1.59831
H -0.51425 -1.20089 -1.15650
H -1.53536 3.32968 -0.01033
H 0.41253 -3.44312 -0.31138
C 0.82594 -2.48473 0.08963
H 0.95542 1.97044 -0.17420
C 0.89414 -0.10644 -0.22581
N 0.25939 -1.28653 -0.49924
C -1.11099 1.41784 0.53941
H -1.63275 0.49159 0.40544
H 0.46597 -2.67796 1.11756
C 0.15537 1.25224 -0.30223
H 1.87308 -2.50056 -0.15067
O 1.89688 -0.04948 0.48253
O -1.89959 2.44454 -0.04307
```

Now the natural (NBO) charges, all in e:
1 H 0.20
2 H 0.18
3 H 0.40
4 H 0.47
5 H 0.20
6 C -0.42
7 H 0.23
8 C 0.66
9 N -0.64
10 C -0.05
11 H 0.18
12 H 0.21
13 C -0.50
14 H 0.23
15 O -0.63
16 O -0.73